1.
10
Properties=species:S:1:pos:R:3 method="wB97M-V/def2-TZVPD" homo_energy_ev="-9.11 / -10.44" multiplicity=1
C -0.5863 -0.7017 0.2021
C 0.5505 -0.6140 -0.6680
N -0.5118 -1.1712 1.3516
N 0.7138 1.6641 0.0274
Cl -2.0938 0.0728 -0.3992
Cl 1.9257 -1.4557 -0.2351
H 0.2829 -0.7407 -1.6502
H -1.2417 -1.1889 1.9781
H 1.3034 2.2223 -0.5220
H -0.3427 1.9130 -0.0848

2.
10
Properties=species:S:1:pos:R:3 method="wB97M-V/def2-TZVPD" homo_energy_ev="-8.04 / -8.47" multiplicity=1
C 0.1532 -1.1857 0.3609
C -0.7523 -0.5198 -0.6378
N -0.9527 1.5153 0.0878
N -0.9086 1.9963 1.1548
Cl 1.4753 -1.9341 -0.8020
Cl 0.1037 0.1071 -2.0265
H -0.2233 -2.0616 0.8365
H 0.6107 -0.3264 0.9840
H -1.7971 -0.8704 -0.6743
H -0.9309 2.1302 -0.8007

What should be chosen as the most stable of them? Choose 1.

1.
20
Properties=species:S:1:pos:R:3 method="wB97M-V/def2-TZVPD" homo_energy_ev="-2.65 / -9.87" multiplicity=2
C 1.3527 1.5021 -0.4457
O 0.8753 2.7665 -0.0264
C 0.4866 0.4413 0.2620
C 0.5255 -0.8724 -0.5107
C -0.5171 -2.0107 -0.2244
N -1.4774 -1.6969 0.8394
N -0.9776 0.9872 0.2846
H 1.3740 1.3305 -1.5260
H 2.3727 1.3375 -0.0694
H 1.4227 3.4637 -0.4023
H 0.7605 0.4559 1.3204
H 0.3340 -0.6103 -1.5718
H 1.5331 -1.2427 -0.6572
H -1.0792 -2.3361 -1.0945
H 0.1129 -2.7905 0.2156
H -1.5941 0.0517 0.4189
H -2.2441 -2.3565 0.8637
H -1.0450 -1.5968 1.7647
H -1.2015 1.5909 1.1020
H -1.0141 1.5855 -0.5430

2.
20
Properties=species:S:1:pos:R:3 method="wB97M-V/def2-TZVPD" homo_energy_ev="-3.79 / -10.23" multiplicity=2
C 1.2262 0.0707 1.2886
N 2.5120 0.5439 0.8659
C 0.8717 -1.1381 0.4376
N -0.5058 -1.6516 0.7901
H 0.4127 0.7936 1.3068
H 1.3115 -0.2621 2.3234
H 2.4675 0.8857 -0.0690
H 2.8052 1.3256 1.4394
H 1.5707 -1.9218 0.6773
H 0.8239 -0.8731 -0.6158
H -0.4970 -2.6926 0.6011
H -0.7390 -1.5193 1.7997
H -1.2284 -1.1942 0.1860
O -2.0191 1.6427 -3.2408
C -1.3137 1.1935 -2.3817
C -1.7579 1.0475 -0.9558
H -0.3248 0.7681 -2.6243
H -0.8892 1.0309 -0.3099
H -2.3336 0.0984 -0.8417
H -2.3929 1.8523 -0.6769

What should be chosen as the most stable of them? Choose 2.

1.
20
Properties=species:S:1:pos:R:3 method="wB97M-V/def2-TZVPD" homo_energy_ev="-2.82 / -9.97" multiplicity=2
C -1.4516 1.1448 -0.6516
O -2.7848 0.8955 -0.0740
C -0.5291 0.0453 -0.1277
C 0.8705 0.0625 -0.9235
C 1.7011 -1.1680 -0.5883
N 2.2406 -1.2353 0.8007
N -0.0905 0.2611 1.2584
H -1.1774 2.0614 -0.1401
H -1.5635 1.2024 -1.7396
H -3.3575 0.9798 -0.8490
H -0.9969 -0.9380 -0.2100
H 1.3115 1.0304 -0.6630
H 0.4960 0.1796 -1.9504
H 2.4655 -1.1152 -1.3772
H 1.1123 -2.0715 -0.6306
H 0.7911 -0.2788 1.5299
H 3.0172 -0.5709 0.9372
H 2.4667 -2.2090 0.9726
H -0.7664 -0.2679 1.8422
H 0.0397 1.1851 1.7279

2.
20
Properties=species:S:1:pos:R:3 method="wB97M-V/def2-TZVPD" homo_energy_ev="-2.82 / -8.48" multiplicity=2
C 0.0464 1.4572 -1.8116
C 0.9449 1.4990 -0.6473
O 0.8442 0.8179 0.4363
N 1.9601 2.4641 -0.6468
H -0.1159 2.4116 -2.3280
H -0.9689 1.0398 -1.6756
H 2.6653 2.2437 0.0283
H 2.2478 3.0842 -1.3858
H 0.4841 0.7702 -2.5548
C -1.1391 -1.8513 0.6546
C 0.1436 -2.1493 1.4504
N -1.3923 -0.3650 0.6777
H -1.0897 -2.1151 -0.3963
H -1.9305 -2.4336 1.1213
H 0.0382 -3.0409 2.0584
H 0.5365 -1.2442 1.8950
H -1.6184 -0.1606 1.6581
H -0.3959 0.1956 0.5879
H -2.1899 -0.0896 0.0971
H 0.9298 -2.5335 0.7810

What should be chosen as the most stable of them? Choose 2.

1.
20
Properties=species:S:1:pos:R:3 method="wB97M-V/def2-TZVPD" total_charge=+1 homo_energy_ev=-13.42 multiplicity=1
C -0.7509 2.5767 0.4107
C -1.2706 1.9581 -0.7447
C 0.0354 1.8367 1.2434
C -0.8016 0.6899 -1.2012
C 0.4588 0.5529 0.9746
C 0.0440 0.0085 -0.2319
C 1.0485 -1.9986 0.4552
C 1.2401 -0.2902 1.8640
C -0.1154 -2.0618 -1.6790
N 0.3765 -1.4024 -0.4423
H -1.0310 3.5161 0.8318
H -2.1047 2.5723 -1.1848
H 0.2668 2.2467 2.2149
H -1.4378 0.2649 -1.9335
H 1.6307 -2.9450 0.5126
H 2.3330 -0.2041 1.9155
H 0.6426 -0.5126 2.7173
H -1.2233 -1.8407 -1.6940
H 0.0497 -3.2055 -1.6265
H 0.6091 -1.7618 -2.4020

2.
20
Properties=species:S:1:pos:R:3 method="wB97M-V/def2-TZVPD" smiles="C=C1C=CC2=C(C)CC=[N+]12" total_charge=+1 homo_energy_ev=-12.74 multiplicity=1
C 1.5173 1.2999 -0.0622
C 0.2334 0.4406 -0.3295
C 0.9543 -0.1886 1.6496
C 1.0455 -0.8771 2.7902
C 1.7566 0.9427 1.2174
C -1.7322 -0.7345 -0.5840
C -1.0846 -1.2918 0.5722
C -0.6760 0.1834 -1.2949
C -0.6821 0.6105 -2.7174
N -0.0116 -0.5011 0.6649
H 1.6460 -0.5688 3.6184
H 0.3996 -1.7369 2.8472
H 1.9254 2.1272 -0.7615
H 2.6583 1.2282 1.6859
H -2.1055 -1.4789 -1.2717
H -2.4228 0.0370 -0.3983
H -1.5191 -1.7673 1.4332
H -0.0029 1.4822 -2.6956
H -1.6811 0.8843 -3.0643
H -0.2185 -0.0911 -3.2995

What should be chosen as the most stable of them? Choose 2.

1.
56
Properties=species:S:1:pos:R:3 method="wB97M-V/def2-TZVPD" total_charge=-1 homo_energy_ev="-3.10 / -3.96" multiplicity=6
Ru -0.5811 -0.5199 0.0137
C -1.9309 1.8645 -1.4508
N -0.8748 1.7915 -0.4025
C -1.2321 2.5379 0.8027
C 0.3784 2.2353 -1.0116
C 0.5978 3.5829 -1.2540
C 1.7659 4.0303 -1.8513
C 2.7147 3.0834 -2.2217
C 2.4995 1.7355 -2.0115
C 1.3165 1.2557 -1.4081
N 1.0530 -0.0596 -1.1216
C 2.1474 -0.7936 -0.6146
C 3.2434 -1.2750 -1.3084
C 4.3026 -1.8766 -0.6255
C 4.2661 -1.9811 0.7547
C 3.1565 -1.5297 1.4666
C 2.0692 -0.9822 0.7911
N 0.8711 -0.5660 1.3509
C 0.9609 0.0800 2.6390
C -1.5070 -1.5934 3.5280
H -1.8349 2.7865 -2.0307
H -0.9076 0.6056 -2.6602
H -2.9086 1.8528 -0.9673
H -1.3983 3.6079 0.6241
H -2.1475 2.1117 1.2143
H -0.4330 2.4295 1.5356
H -0.1583 4.3014 -0.9587
H 1.9289 5.0856 -2.0254
H 3.6407 3.3994 -2.6888
H 3.2616 1.0320 -2.3101
H 3.2690 -1.1993 -2.3883
H 5.1530 -2.2564 -1.1785
H 5.0969 -2.4317 1.2849
H 3.1282 -1.6334 2.5452
H 1.3085 -0.5793 3.4472
H 1.6557 0.9331 2.6122
H -0.0211 0.4620 2.9209
H -0.6491 -1.9432 4.0728
H -2.2574 -0.9316 3.9223
H -0.9749 -2.6959 1.9117
N -3.9007 -1.4604 -0.3689
C -3.4454 -0.6042 -1.3980
N -4.4822 -0.1555 -2.1148
N -4.4775 0.5789 -3.1290
N -1.8604 0.7235 -2.3305
N -2.1335 -0.4107 -1.5021
C -3.2671 -1.8647 0.7399
N -3.7258 -2.9468 1.4061
N -2.9767 -3.2113 2.4358
N -1.7834 -2.1753 2.2769
N -2.1890 -1.2655 1.2495
H -4.8130 -1.8553 -0.5273
C -0.2784 -2.5369 -0.3469
H 0.0339 -2.6524 -1.3880
H -1.1842 -3.1524 -0.2293
H 0.5146 -2.9672 0.2779

2.
56
Properties=species:S:1:pos:R:3 method="wB97M-V/def2-TZVPD" total_charge=-1 homo_energy_ev="-4.40 / -4.50" multiplicity=6
Ru -0.4188 -0.9295 -0.4022
C 2.5772 -1.7484 -1.7605
N 2.1448 -0.8087 -0.7214
C 2.8741 -1.1002 0.5118
C 2.2719 0.5914 -1.0464
C 3.2433 1.0342 -1.9171
C 3.3653 2.3847 -2.2237
C 2.4846 3.2692 -1.6348
C 1.5010 2.8304 -0.7528
C 1.3656 1.4778 -0.4109
N 0.4274 0.8847 0.4337
C -0.3820 1.4869 1.3947
C -0.6384 2.8511 1.5945
C -1.4959 3.2981 2.5959
C -2.1405 2.4124 3.4359
C -1.8993 1.0538 3.2665
C -1.0493 0.6029 2.2807
N -0.7624 -0.8039 2.1335
C -1.8148 -1.7225 2.5793
C 0.4752 -1.1344 2.8387
H 3.6720 -1.7705 -1.8477
H 2.2452 -2.7461 -1.4732
H 2.1371 -1.4742 -2.7130
H 3.9550 -1.1011 0.3189
H 2.6547 -0.3359 1.2488
H 2.5822 -2.0781 0.8990
H 3.8990 0.3141 -2.3893
H 4.1149 2.7234 -2.9264
H 2.5312 4.3246 -1.8767
H 0.8123 3.5619 -0.3827
H -0.2022 3.5911 0.9559
H -1.6710 4.3634 2.6919
H -2.8254 2.7584 4.1986
H -2.4004 0.3357 3.9025
H -1.8829 -1.7457 3.6755
H -2.7681 -1.4302 2.1536
H -1.5517 -2.7250 2.2417
H 0.3009 -1.1378 3.9224
H 0.8281 -2.1206 2.5322
H 1.2286 -0.3903 2.6096
N -2.9764 -0.7895 -2.9924
C -1.6838 -0.5615 -3.4123
N -1.3720 -0.3975 -4.6817
N -0.0327 -0.2108 -4.6652
N 0.4166 -0.2464 -3.4651
N -0.6219 -0.4891 -2.6129
C -3.4149 -0.5691 -1.7045
N -4.6881 -0.3994 -1.4121
N -4.6923 -0.2203 -0.0718
N -3.4995 -0.2637 0.3960
N -2.6326 -0.5102 -0.6292
H -3.6811 -0.7151 -3.7059
C -0.2245 -3.0931 -0.2371
H 0.5502 -3.4764 0.4311
H -0.0335 -3.4409 -1.2559
H -1.2016 -3.4642 0.0820

What should be chosen as the most stable of them? Choose 2.

1.
7
Properties=species:S:1:pos:R:3 method="wB97M-V/def2-TZVPD" smiles="N#CC#CC=O" homo_energy_ev=-11.18 multiplicity=1
O 1.8179 1.2467 -1.2126
C 1.2654 0.1803 -1.2177
C 0.3583 -0.1090 -0.1069
C -0.3987 -0.0426 0.8292
C -1.3213 -0.1282 1.8557
N -2.1159 -0.2780 2.6863
H 1.3951 -0.5483 -2.0408

2.
7
Properties=species:S:1:pos:R:3 method="wB97M-V/def2-TZVPD" homo_energy_ev=-11.45 multiplicity=1
O -1.7908 -1.0219 0.8192
C -1.3524 -0.1856 0.0843
C 0.0798 0.2023 -0.1905
C 0.8659 0.9577 -0.8888
C 1.5693 -0.0486 0.1623
N 2.6265 -0.3639 0.5582
H -1.9982 0.4600 -0.5448

What should be chosen as the most stable of them? Choose 1.